38
Properties=species:S:1:pos:R:3:nbo_charge:R:1 method="wB97M-V/def2-TZVPD" e_lumo_ev=0.20 smiles="C=C(N)C[C@H](N)CO.O.O.O.O.O.O" relative_energy_kcal_mol=75.8 orbital_gap_ha=0.304
C 1.874 2.209 0.233 -0.5911
C 1.407 1.022 -0.175 0.2399
N 2.216 0.172 -0.934 -0.8590
C -0.015 0.622 -0.172 -0.5027
C -1.026 1.647 0.185 -0.0767
N -1.122 1.886 1.660 -0.8466
C -2.433 1.030 -0.155 -0.0628
O -2.529 -0.278 0.344 -0.7520
H 2.905 2.439 -0.058 0.1809
H 1.535 2.987 0.886 0.2123
H 3.175 0.473 -0.914 0.3887
H 1.865 -0.772 -1.029 0.4172
H -0.366 0.091 -1.079 0.2131
H -0.062 -0.114 0.639 0.2518
H -1.045 2.608 -0.282 0.2069
H -1.248 0.986 2.085 0.3723
H -0.196 2.203 1.926 0.3520
H -3.259 1.745 0.098 0.1873
H -2.636 0.966 -1.257 0.1558
H -3.194 -0.336 1.035 0.4828
O -0.802 -0.777 2.842 -0.9516
H -1.485 -1.005 3.494 0.4718
H -0.056 -1.105 3.379 0.4971
O -1.064 -1.402 -3.653 -0.9850
H -1.840 -0.828 -3.639 0.5054
H -0.316 -1.381 -3.085 0.4832
O -1.590 -2.789 0.806 -0.9975
H -2.162 -2.859 0.027 0.4816
H -1.506 -1.884 1.152 0.5098
O 1.089 1.028 -3.715 -0.9378
H 1.112 1.633 -2.975 0.4771
H 1.002 0.135 -3.393 0.4611
O 1.638 -2.673 -0.316 -0.9680
H 1.548 -3.337 -1.006 0.4792
H 0.987 -2.938 0.347 0.5010
O 2.188 -0.560 2.447 -0.9496
H 2.874 0.090 2.622 0.4736
H 2.534 -0.934 1.626 0.4786